# 1
This record from the Open Molecules 2025 dataset describes a structure of composition C53H39AsN6O2S2Ti. The level of theory is ωB97M-V/def2-TZVPD.

## Properties
**LUMO energy (alpha / beta)**: 0.01 / -0.05 eV
**Energy above the lowest of the compared OMol25 structures with the same formula, charge and spin**: 9.4 kcal per mole
**E**: -6403.82533 a.u.

```
! wB97M-V def2-TZVPD RIJCOSX def2/J DEFGRID3
* xyz 0 1
Ti -1.67554 0.97488 -0.20813
C 11.87934 0.18244 -0.79429
O 11.11940 1.36857 -0.69407
C 9.76965 1.24653 -0.69288
C 9.05379 2.44215 -0.60941
C 7.67792 2.42656 -0.60388
C 6.98053 1.21843 -0.67960
C 7.70322 0.03533 -0.75037
C 9.09237 0.03670 -0.76216
C 5.51724 1.23422 -0.66691
N 4.77561 2.20315 -0.18891
C 3.47939 1.79734 -0.38536
C 3.44270 0.55991 -0.99044
N 4.76070 0.20919 -1.17122
C 2.23940 -0.13711 -1.34470
C 2.14835 -1.36968 -1.95687
C 0.85743 -1.87472 -2.24658
C -0.25432 -1.17957 -1.87675
N -0.20527 0.01984 -1.21353
C 1.04707 0.57149 -1.01510
C 1.05967 1.82267 -0.39396
N -0.17079 2.33322 -0.07109
C -0.20027 3.58407 0.45548
C 0.92598 4.30800 0.73243
C 2.19965 3.74999 0.50601
C 2.26810 2.50204 -0.05295
H 12.92032 0.49359 -0.79613
H 11.65944 -0.35223 -1.72279
H 11.70026 -0.47785 0.05895
H 9.60533 3.37055 -0.55313
H 7.11847 3.34940 -0.53925
H 7.19073 -0.91913 -0.77095
H 9.62378 -0.90357 -0.81166
H 5.11130 -0.60177 -1.64654
H 3.03019 -1.93142 -2.23463
H 0.73661 -2.81717 -2.76262
H -1.25014 -1.55285 -2.07589
H -1.18923 3.96655 0.67867
H 0.82372 5.29481 1.16136
H 3.10456 4.28452 0.75871
S -0.56776 1.28385 3.02181
C -2.10487 1.85215 2.69026
N -2.78534 1.57276 1.57754
C -4.12003 1.94871 1.66103
C -5.12224 1.61487 0.75491
C -6.41766 2.03177 1.00641
C -6.72984 2.76901 2.14766
C -5.74687 3.07770 3.07360
C -4.45054 2.65326 2.82844
S -3.04527 2.77570 3.85048
H -4.89030 1.01806 -0.11671
H -7.20046 1.77576 0.30410
H -7.74820 3.09109 2.31951
H -5.98696 3.62679 3.97485
O -2.69877 -0.74026 -0.18999
As -2.69051 -1.89328 1.05439
C -1.10386 -2.05029 2.11172
C -1.22160 -2.51198 3.42049
C -0.07976 -2.68651 4.18776
C 1.16783 -2.40694 3.65144
C 1.28247 -1.97448 2.33982
C 0.14807 -1.80557 1.56216
C -2.92787 -3.55024 0.13004
C -2.42019 -4.73405 0.65160
C -2.59477 -5.91784 -0.05017
C -3.26979 -5.91397 -1.26239
C -3.76948 -4.72786 -1.78319
C -3.59912 -3.54077 -1.08873
C -4.18290 -1.53603 2.18770
C -4.03145 -0.71670 3.30272
C -5.15520 -0.32026 4.00978
C -6.41567 -0.73531 3.60428
C -6.56205 -1.55604 2.49563
C -5.44430 -1.95654 1.77998
H -2.19123 -2.72345 3.85366
H -0.16841 -3.02813 5.21051
H 2.05411 -2.52836 4.26010
H 2.25338 -1.75582 1.91457
H 0.24683 -1.47674 0.54218
H -1.87597 -4.73771 1.58928
H -2.19543 -6.84130 0.34732
H -3.39903 -6.83841 -1.80943
H -4.28450 -4.72521 -2.73455
H -3.95985 -2.60655 -1.50260
H -3.05339 -0.35545 3.60002
H -5.04250 0.33303 4.86470
H -7.29105 -0.41092 4.15157
H -7.54668 -1.87444 2.18014
H -5.56240 -2.58784 0.90650
C -2.71816 2.09506 -1.72220
C -2.03276 1.75217 -2.97766
C -2.47330 0.67618 -3.76078
C -1.75756 0.24619 -4.86100
C -0.57682 0.89425 -5.21882
C -0.13988 1.99326 -4.47406
C -0.86296 2.41701 -3.38149
C 0.18837 0.42950 -6.33375
N 0.80621 0.05554 -7.22996
H -3.77910 1.83838 -1.75533
H -2.60688 3.15167 -1.45782
H -3.38274 0.15743 -3.47800
H -2.10525 -0.59469 -5.44668
H 0.77071 2.50392 -4.75830
H -0.50512 3.25584 -2.79589
*
```

---

# 2
This record from the Open Molecules 2025 dataset describes an isolated molecule of C2H4INO2 at a distorted geometry. The level of theory is ωB97M-V/def2-TZVPD.

## Properties
**LUMO energy**: -1.18 eV
**Energy above the lowest of the compared OMol25 structures with the same formula, charge and spin**: 64.6 kcal per mole
**Structure (SMILES)**: C/C(=N\O)OI
**E**: -581.42895 a.u.

```
! wB97M-V def2-TZVPD RIJCOSX def2/J DEFGRID3
* xyz 0 1
C 0.08599 -0.99669 -0.12159
C -0.37894 0.43130 -0.05481
N 0.43324 1.44521 0.17084
O 1.77584 1.02604 0.22343
O -1.67849 0.76890 -0.33066
I -3.14766 -0.51536 0.06318
H -0.41069 -1.58512 0.57414
H -0.14696 -1.38718 -1.16373
H 1.22045 -0.98868 0.11626
H 2.24722 1.80156 0.52294
*
```

---

# 3
This record from the Open Molecules 2025 dataset describes a structure of composition C8H11AgBN3S at a distorted geometry. The level of theory is ωB97M-V/def2-TZVPD.

## Properties
**LUMO energy**: -0.59 eV
**E**: -1045.72207 a.u.

```
! wB97M-V def2-TZVPD RIJCOSX def2/J DEFGRID3
* xyz 0 1
Ag 0.97869 2.91238 0.55914
B 5.35508 2.62211 2.25374
C 3.94000 2.70583 1.70214
N 2.85285 2.75052 1.27062
H 5.38335 1.64436 2.94268
H 5.53474 3.62724 2.87494
H 6.07577 2.53343 1.30302
N -0.65211 1.16533 -2.07595
C -1.12045 1.40993 -0.83915
S -1.29755 2.99985 -0.29255
N -1.53326 0.40888 -0.04319
C -1.77301 -0.94947 -0.31207
C -2.04453 -1.44786 -1.58409
C -2.30245 -2.79993 -1.74512
C -2.30447 -3.65539 -0.65607
C -2.06563 -3.15074 0.61306
C -1.80558 -1.80614 0.78757
H -0.37349 1.96257 -2.62565
H -0.27298 0.26473 -2.32403
H -1.75090 0.69052 0.90765
H -2.10097 -0.78916 -2.43858
H -2.50898 -3.18017 -2.73480
H -2.50292 -4.70797 -0.79315
H -2.08583 -3.80270 1.47296
H -1.62536 -1.40817 1.77689
*
```

---

# 4
This record from the Open Molecules 2025 dataset describes a cluster of 2 separate species, C3H7F2O2P in total at a distorted geometry. The level of theory is ωB97M-V/def2-TZVPD.

## Properties
**LUMO energy (alpha / beta)**: 0.89 / -2.10 eV
**Energy above the lowest of the compared OMol25 structures with the same formula, charge and spin**: 0.0 kcal per mole
**E**: -809.93802 a.u.

```
! wB97M-V def2-TZVPD RIJCOSX def2/J DEFGRID3
* xyz 0 3
C 1.70766 0.42362 -0.35844
C 1.31965 -0.30461 0.91374
C -2.22059 0.91337 -0.06665
O -1.64416 -2.51603 -0.19794
O 0.33519 -1.30556 0.70857
F -1.90646 1.37829 1.14711
F -1.75867 1.77102 -0.99050
P -0.84573 -1.31904 -0.35551
H 2.07191 -0.28265 -1.10396
H 0.85338 0.96339 -0.76068
H 2.49654 1.13787 -0.14306
H 0.93939 0.40153 1.65768
H 2.17516 -0.83628 1.33856
H -3.28553 0.72922 -0.17797
H -0.23775 -1.15413 -1.61093
*
```

---

# 5
This record from the Open Molecules 2025 dataset describes a structure of composition C23H26F5N5OS5V. The level of theory is ωB97M-V/def2-TZVPD.

## Properties
**LUMO energy (alpha / beta)**: 4.38 / 4.38 eV
**Energy above the lowest of the compared OMol25 structures with the same formula, charge and spin**: 3.4 kcal per mole
**E**: -4675.47139 a.u.

```
! wB97M-V def2-TZVPD RIJCOSX def2/J DEFGRID3
* xyz -2 4
V 0.65117 -0.48958 -0.27517
C 2.01266 1.22963 4.73948
C 0.83410 0.29226 4.97378
N -0.32662 0.66660 4.18553
C -1.25231 1.60051 4.80417
C -2.42875 0.89388 5.46718
C -0.49584 0.25009 2.89219
S 0.66779 -0.78993 2.23083
N -1.63271 0.73760 2.34810
C -1.95007 0.64016 1.06410
O -1.28443 0.23520 0.09144
C -3.34402 1.12313 0.72749
C -4.24502 1.51282 1.71327
C -5.52197 1.93406 1.37202
C -5.90903 1.97422 0.03839
C -5.01056 1.59394 -0.94977
C -3.73381 1.17033 -0.60834
H 2.86983 0.93261 5.34914
H 1.74913 2.25930 4.99450
H 2.30086 1.19618 3.68838
H 0.53087 0.30455 6.02616
H 1.11509 -0.72784 4.72070
H -1.61262 2.29705 4.05066
H -0.68841 2.17303 5.54640
H -2.98652 0.33790 4.71370
H -3.09918 1.61293 5.94632
H -2.08162 0.18918 6.22678
H -3.92130 1.47680 2.74479
H -6.21769 2.23284 2.14791
H -6.90606 2.30499 -0.22966
H -5.30112 1.63139 -1.99291
H -3.01683 0.88284 -1.36815
N -2.63799 -2.43326 -1.16072
N -1.83550 -3.01645 -2.17253
C -0.60474 -3.46649 -1.76347
N 0.09330 -4.05542 -2.75681
S 0.06556 -3.23819 -0.26000
H -3.51063 -2.18606 -1.61014
H -2.19591 -1.56855 -0.84019
H -1.68882 -2.37506 -2.95838
H -0.35176 -4.31186 -3.62107
H 1.05427 -4.28512 -2.57902
C 5.38543 -0.16224 -0.90943
C 3.91352 0.08320 -0.63141
S 2.91274 -1.37519 -0.69710
C 3.43187 1.31750 -0.39857
C 4.32209 2.53642 -0.39911
S 1.72955 1.70362 -0.13131
H 5.57076 -1.23429 -0.96716
H 6.03355 0.24700 -0.12655
H 5.70065 0.27934 -1.86255
H 5.38100 2.29303 -0.50454
H 4.18702 3.10572 0.52642
H 4.04300 3.20590 -1.22026
F 3.43605 -2.17381 -6.88424
C 2.54685 -1.71719 -5.97729
C 2.89784 -0.72427 -5.08000
F 4.13485 -0.20486 -5.13952
C 1.98386 -0.26033 -4.15196
F 2.36452 0.74085 -3.37699
C 0.68057 -0.77370 -4.05293
S -0.44621 -0.22309 -2.84479
C 0.36329 -1.73905 -5.00885
F -0.88270 -2.27018 -5.05646
C 1.26283 -2.21843 -5.94196
F 0.89435 -3.17819 -6.82053
*
```

---

# 6
This record from the Open Molecules 2025 dataset describes a cluster of 2 separate species, C3H8O in total at a distorted geometry. The level of theory is ωB97M-V/def2-TZVPD.

## Properties
**LUMO energy**: 0.97 eV
**Energy above the lowest of the compared OMol25 structures with the same formula, charge and spin**: 19.7 kcal per mole
**Structure (SMILES)**: C=CC.O
**E**: -194.30458 a.u.

```
! wB97M-V def2-TZVPD RIJCOSX def2/J DEFGRID3
* xyz 0 1
C -1.08499 1.99749 0.99891
C -0.03712 1.44378 0.42712
C 0.00000 0.00000 0.00000
H -1.01396 3.01103 1.40991
H -2.01016 1.43826 1.17929
H 0.81917 2.10845 0.25229
H 0.75867 -0.58005 0.55187
H 0.25734 -0.01480 -1.07245
H -0.98070 -0.48693 0.13323
O 2.08395 1.54018 -2.18614
H 1.23995 1.09770 -1.94095
H 1.82002 2.24224 -2.82309
*
```

---

# 7
This record from the Open Molecules 2025 dataset describes a structure of composition C30H36N12O4P2Pd. The level of theory is ωB97M-V/def2-TZVPD.

## Properties
**LUMO energy**: 4.43 eV
**Energy above the lowest of the compared OMol25 structures with the same formula, charge and spin**: 0.3 kcal per mole
**E**: -2933.63212 a.u.

```
! wB97M-V def2-TZVPD RIJCOSX def2/J DEFGRID3
* xyz -2 1
Pd -0.00317 -0.67386 -0.01897
N -3.01735 0.99391 -1.11286
C -1.89927 1.19998 -1.89519
N -1.97123 1.83571 -3.06323
N -0.71015 1.81414 -3.52278
N 0.05425 1.19746 -2.68039
N -0.67043 0.78716 -1.62002
C -3.04409 0.49307 0.17363
N -4.12263 0.61239 0.94241
N -3.78423 -0.03262 2.07705
N -2.58438 -0.49877 1.98745
N -2.07088 -0.18930 0.76933
H -3.83252 1.51105 -1.39083
C 0.90334 -0.98554 3.71456
C 1.98634 -0.57283 2.73802
O 2.39580 -1.67926 1.93414
P 1.68670 -1.83908 0.43470
O 1.61398 -3.49928 0.44741
C 0.62266 -4.06702 1.29285
C 1.26642 -4.76442 2.47596
O 3.04164 -1.78429 -0.48518
C 4.25030 -2.43136 -0.10617
C 5.30365 -1.38933 0.21765
H 0.66335 -0.15750 4.38700
H 1.23065 -1.83909 4.31424
H -0.00778 -1.24738 3.17248
H 2.88040 -0.21518 3.25534
H 1.61754 0.23586 2.09990
H 0.03707 -4.77955 0.70294
H -0.06698 -3.28586 1.62794
H 1.93705 -5.55613 2.13400
H 0.50025 -5.21222 3.11430
H 1.84557 -4.04680 3.05763
H 4.56547 -3.05237 -0.95048
H 4.08218 -3.08920 0.74802
H 5.45440 -0.72047 -0.63219
H 6.25725 -1.86737 0.46143
H 4.98096 -0.78698 1.06724
O -4.59773 -5.71040 -1.86595
P -4.22754 -4.43493 -1.18883
C -3.48392 -4.72154 0.43796
C -3.45987 -6.02399 0.92814
C -2.97938 -6.27261 2.20687
C -2.54195 -5.21940 3.00095
C -2.56172 -3.91914 2.51373
C -3.01689 -3.67394 1.22828
C -5.68386 -3.41110 -0.84293
C -5.57227 -2.10960 -0.36016
C -6.70587 -1.38429 -0.02495
C -7.96020 -1.95622 -0.19347
C -8.07996 -3.24778 -0.69122
C -6.94353 -3.97786 -1.01073
C -3.09260 -3.35242 -2.07256
C -3.58774 -2.46682 -3.02979
C -2.72170 -1.64186 -3.72954
C -1.35664 -1.69913 -3.48310
C -0.85474 -2.58264 -2.53686
C -1.72082 -3.40603 -1.83356
H -3.82153 -6.82543 0.29544
H -2.95206 -7.28751 2.58608
H -2.17639 -5.41358 4.00280
H -2.21944 -3.08244 3.11044
H -2.98368 -2.65819 0.85640
H -4.60641 -1.63591 -0.23715
H -6.57142 -0.38702 0.37462
H -8.85049 -1.39467 0.06558
H -9.06086 -3.68898 -0.82573
H -7.01336 -4.98914 -1.39311
H -4.65580 -2.40249 -3.20406
H -3.10903 -0.91783 -4.43494
H -0.68904 -1.01014 -3.98424
H 0.20255 -2.58891 -2.30637
H -1.33172 -4.05891 -1.06268
N 2.99098 1.08674 -2.81834
C 3.71995 1.56116 -1.78351
C 3.23445 1.47629 -0.44453
N 3.92056 1.94693 0.56786
C 5.12201 2.49512 0.30112
C 5.60706 2.53833 -0.98158
N 4.92065 2.08456 -2.03612
H 1.96762 1.00572 -2.74689
H 3.35109 1.32792 -3.72641
H 2.30098 0.96132 -0.23149
H 5.69204 2.88186 1.13760
H 6.58793 2.95747 -1.18779
*
```

---

Number 1: molar mass 978.858 g mol⁻¹. Number 2: molar mass 200.963 g mol⁻¹. Number 3: molar mass 299.944 g mol⁻¹. Number 4: molar mass 144.057 g mol⁻¹. Number 5: molar mass 694.764 g mol⁻¹. Number 6: molar mass 60.096 g mol⁻¹. Number 7: molar mass 797.066 g mol⁻¹.